# C24H26N2O5S

A cluster of 2 separate species, C24H26N2O5S in total at a distorted geometry (wB97M-V/def2-TZVPD, OMol25).

The energy relative to the best compared isomer or geometry (same formula, charge and spin) is 0.0 kJ/mol. The value obtained for the lowest unoccupied orbital energy is 0.39 eV. Its total charge is 0. For the HOMO energy, the calculation gives -8.9386 eV. Its multiplicity is 1.

Last columns: bonded neighbours and bond lengths (Å).
Cartesian coordinates (Å):
1 O -3.01 -3.92 -2.56  C6 1.220
2 O -5.11 1.19 -3.91  C7 1.224
3 O 6.44 0.63 2.48  S28 1.473
4 O 4.27 -0.20 0.69  C21 1.365, H33 0.979
5 O 7.17 2.36 3.88  S28 1.656, H34 0.972
6 C -3.66 -2.91 -2.35  O1 1.220, N27 1.332, C29 1.516
7 C -4.65 0.06 -3.91  O2 1.224, N26 1.343, C32 1.555
8 C -0.30 -0.46 1.10  C13 1.405, C14 1.405, H35 1.079
9 C 2.47 -2.23 3.15  C10 1.399, C15 1.398, H36 1.086
10 C 2.07 -1.25 4.06  C9 1.399, C16 1.399, H37 1.086
11 C 2.73 4.03 1.56  C12 1.397, C17 1.397, H38 1.086
12 C 3.96 4.57 1.95  C11 1.397, C18 1.398, H39 1.086
13 C -1.68 -0.34 1.29  C8 1.405, C19 1.406, H40 1.081
14 C 0.27 -0.21 -0.16  C8 1.405, C20 1.406, H41 1.083
15 C 3.18 -1.86 2.01  C9 1.398, C21 1.394, H42 1.085
16 C 2.37 0.09 3.83  C10 1.399, C22 1.402, H43 1.087
17 C 2.46 2.69 1.82  C11 1.397, C23 1.400, H44 1.087
18 C 4.91 3.77 2.58  C12 1.398, C24 1.404, H45 1.086
19 C -2.51 0.03 0.21  C13 1.406, C25 1.408, H46 1.080
20 C -0.55 0.15 -1.24  C14 1.406, C25 1.409, H47 1.080
21 C 3.51 -0.52 1.78  O4 1.365, C15 1.394, C22 1.404
22 C 3.09 0.46 2.68  C16 1.402, C21 1.404, C23 1.463
23 C 3.41 1.87 2.45  C17 1.400, C22 1.463, C24 1.406
24 C 4.65 2.41 2.83  C18 1.404, C23 1.406, S28 1.827
25 C -1.94 0.27 -1.06  C19 1.408, C20 1.409, C31 1.519
26 N -4.85 -0.68 -5.01  C7 1.343, C30 1.464, H48 1.009
27 N -3.19 -1.72 -2.73  C6 1.332, C32 1.472, H49 1.008
28 S 5.89 1.34 3.64  O3 1.473, O5 1.656, C24 1.827
29 C -5.02 -3.02 -1.69  C6 1.516, H50 1.090, H51 1.088, H52 1.088
30 C -4.43 -2.03 -5.37  N26 1.464, H53 1.091, H54 1.090, H55 1.091
31 C -2.83 0.65 -2.23  C25 1.519, C32 1.541, H56 1.091, H57 1.091
32 C -3.87 -0.42 -2.65  C7 1.555, N27 1.472, C31 1.541, H58 1.089
33 H 4.99 0.39 0.99  O4 0.979
34 H 7.84 2.05 3.25  O5 0.972
35 H 0.33 -0.74 1.93  C8 1.079
36 H 2.23 -3.28 3.32  C9 1.086
37 H 1.51 -1.54 4.95  C10 1.086
38 H 1.99 4.65 1.07  C11 1.086
39 H 4.18 5.62 1.75  C12 1.086
40 H -2.12 -0.53 2.26  C13 1.081
41 H 1.34 -0.31 -0.29  C14 1.083
42 H 3.52 -2.61 1.29  C15 1.085
43 H 2.05 0.85 4.53  C16 1.087
44 H 1.50 2.26 1.52  C17 1.087
45 H 5.86 4.21 2.87  C18 1.086
46 H -3.57 0.12 0.35  C19 1.080
47 H -0.10 0.34 -2.20  C20 1.080
48 H -5.38 -0.18 -5.71  N26 1.009
49 H -2.26 -1.74 -3.11  N27 1.008
50 H -5.22 -4.07 -1.48  C29 1.090
51 H -5.01 -2.47 -0.75  C29 1.088
52 H -5.79 -2.63 -2.35  C29 1.088
53 H -3.35 -2.13 -5.31  C30 1.091
54 H -4.91 -2.77 -4.72  C30 1.090
55 H -4.73 -2.25 -6.40  C30 1.091
56 H -3.35 1.57 -1.98  C31 1.091
57 H -2.20 0.86 -3.10  C31 1.091
58 H -4.60 -0.45 -1.85  C32 1.089